The following is a DFT calculation (wB97M-V/def2-TZVPD) of C6H13N2Pt as an isolated structure in a non-equilibrium geometry.

Output
net charge	-1
E_tot	-465.10934	Eh
multiplicity	3
expectation value of S²	2.02
E_HOMO (spin up / spin down)	0.53 / -5.48	eV

Each line ends with the Löwdin charge.
Positions of all 22 atoms, in Å:
C: -0.685869 0.962736 -2.208775  -0.235
Pt: -0.099867 0.055655 -0.149832  0.154
N: 1.047417 -1.467728 -1.018504  -0.091
H: -0.743857 1.350409 0.524557  -0.080
H: 0.180722 1.135044 -1.423926  -0.071
H: -1.158319 1.939562 -2.201382  -0.008
H: -1.469696 0.204654 -2.088096  0.005
H: -0.142636 0.804986 -3.147337  0.006
H: 0.781948 -2.357446 -0.588116  0.026
H: 2.065595 -1.399752 -0.909399  0.056
H: 0.898270 -1.597060 -2.020037  0.043
C: 1.535308 -1.589985 4.064772  -0.188
C: 1.821920 -0.285565 3.631572  -0.142
C: 1.358063 0.132861 2.385414  -0.215
N: 0.569906 -0.680218 1.626123  -0.265
C: 0.309774 -1.955811 2.015525  -0.231
C: 0.779836 -2.428224 3.237866  -0.147
H: 1.888756 -1.937326 5.042665  0.071
H: 2.394185 0.427978 4.226846  0.082
H: 1.577867 1.113118 1.924961  0.075
H: -0.256315 -2.560728 1.292954  0.073
H: 0.525792 -3.450460 3.517248  0.082

Atoms 1-6, force components in eV/Å:
C -0.2 0.2 -0.3
Pt 0.3 1.6 1.2
N 0.7 -1.8 -1.0
H -0.3 -0.4 0.0
H -0.3 0.2 -0.6
H -0.1 0.1 -0.1